(1)
Molecular formula: C62H148N8O13
Method: DFT, the ωB97M-V functional and the def2-TZVPD basis

CARTESIAN COORDINATES (ANGSTROEM)
C: 3.84 -4.33 -2.99
O: 4.36 -5.31 -3.87
H: 2.81 -4.60 -2.73
H: 4.39 -4.34 -2.05
H: 3.86 -3.38 -3.53
H: 3.93 -5.24 -4.73
C: -0.41 -7.22 -2.55
O: -0.11 -8.55 -2.92
H: -0.42 -6.55 -3.41
H: -1.41 -7.04 -2.13
H: 0.28 -6.75 -1.86
H: 0.07 -9.09 -2.14
C: 2.96 -1.42 -6.04
O: 4.01 -0.59 -6.50
H: 2.23 -1.59 -6.83
H: 3.38 -2.39 -5.76
H: 2.32 -0.97 -5.28
H: 3.64 0.06 -7.11
C: 0.17 -4.46 2.04
O: 1.17 -4.93 1.13
H: 0.30 -3.38 1.98
H: -0.85 -4.73 1.78
H: 0.31 -4.73 3.09
H: 1.74 -4.19 0.92
C: 6.06 -1.52 2.53
O: 5.97 -2.36 1.40
H: 7.08 -1.24 2.76
H: 5.49 -0.59 2.49
H: 5.65 -1.94 3.45
H: 5.74 -3.23 1.73
C: 3.36 -2.62 5.92
C: 2.63 -3.91 6.41
C: 2.77 -4.10 7.96
O: 4.08 -4.12 8.37
C: 4.27 -4.66 9.77
N: 1.26 -3.87 6.02
H: 3.15 -2.40 4.87
H: 4.43 -2.83 6.04
H: 3.23 -1.73 6.54
H: 3.16 -4.73 5.92
H: 2.18 -4.93 8.35
H: 2.32 -3.23 8.45
H: 3.61 -5.50 9.96
H: 4.00 -3.88 10.49
H: 5.30 -4.90 10.03
H: 0.77 -4.70 6.33
H: 1.35 -3.75 5.02
C: -2.09 1.09 -7.26
C: -1.26 0.83 -6.00
C: -2.18 0.78 -4.74
O: -3.13 1.89 -4.79
C: -3.85 2.06 -3.59
N: -0.46 -0.34 -6.20
H: -1.54 1.03 -8.21
H: -2.52 2.09 -7.32
H: -2.98 0.47 -7.24
H: -0.57 1.65 -5.80
H: -1.56 0.83 -3.85
H: -2.76 -0.14 -4.66
H: -4.59 2.83 -3.83
H: -3.27 2.37 -2.73
H: -4.46 1.21 -3.27
H: 0.18 -0.11 -6.94
H: -1.12 -0.90 -6.72
C: 1.94 -5.43 -8.52
C: 2.07 -4.91 -7.08
C: 0.76 -4.84 -6.22
O: -0.08 -3.91 -6.79
C: -1.19 -3.66 -6.02
N: 3.13 -5.55 -6.26
H: 2.90 -5.46 -9.03
H: 1.31 -4.87 -9.21
H: 1.59 -6.46 -8.45
H: 2.39 -3.86 -7.06
H: 0.96 -4.58 -5.18
H: 0.25 -5.80 -6.19
H: -1.77 -2.89 -6.54
H: -0.98 -3.30 -5.02
H: -1.92 -4.47 -5.97
H: 3.98 -5.48 -6.81
H: 2.96 -6.51 -5.99
C: -4.38 6.14 2.19
C: -3.78 4.95 2.99
C: -4.71 4.75 4.24
C: -4.48 3.45 4.94
C: -4.63 2.28 4.03
C: -3.74 2.39 2.80
N: -3.89 3.71 2.17
O: -3.33 3.77 0.91
C: -2.34 2.12 3.21
C: -4.17 1.31 1.74
C: -2.39 5.31 3.50
H: -5.16 5.76 1.53
H: -3.59 6.45 1.50
H: -4.66 7.06 2.70
H: -4.49 5.51 4.99
H: -5.77 4.87 4.01
H: -5.19 3.37 5.76
H: -3.52 3.57 5.43
H: -5.69 2.38 3.79
H: -4.50 1.32 4.53
H: -1.92 2.73 4.01
H: -2.28 1.06 3.49
H: -1.67 2.34 2.38
H: -5.14 1.59 1.31
H: -3.57 1.39 0.84
H: -4.20 0.27 2.08
H: -1.94 4.73 4.31
H: -2.51 6.32 3.87
H: -1.70 5.31 2.66
H: -4.08 4.08 0.39
C: 3.23 0.11 0.33
C: 2.13 -0.74 0.99
C: 0.88 0.20 1.19
C: 0.03 0.50 -0.05
C: -0.40 -0.86 -0.61
C: 0.78 -1.82 -1.01
N: 1.70 -1.90 0.18
O: 2.76 -2.73 0.03
C: 0.19 -3.16 -1.36
C: 1.48 -1.31 -2.25
C: 2.53 -1.20 2.39
H: 2.92 0.52 -0.64
H: 4.15 -0.48 0.30
H: 3.52 1.00 0.88
H: 0.14 -0.31 1.81
H: 1.05 1.18 1.62
H: 0.51 1.10 -0.82
H: -0.94 0.94 0.18
H: -0.97 -0.66 -1.51
H: -1.08 -1.42 0.04
H: 0.97 -3.88 -1.59
H: -0.40 -3.59 -0.55
H: -0.59 -3.06 -2.12
H: 2.42 -1.84 -2.37
H: 0.95 -1.52 -3.18
H: 1.58 -0.22 -2.26
H: 2.93 -0.34 2.92
H: 3.30 -1.96 2.52
H: 1.64 -1.50 2.93
H: 3.28 -2.08 -0.45
C: 2.40 4.46 7.06
C: 2.86 3.69 5.83
C: 1.57 3.68 4.89
C: 1.95 3.12 3.45
C: 3.01 3.90 2.82
C: 4.30 4.15 3.70
N: 4.00 4.36 5.14
O: 5.12 4.58 5.89
C: 5.21 2.87 3.51
C: 5.06 5.36 3.14
C: 3.17 2.28 6.25
H: 1.94 3.79 7.79
H: 1.71 5.27 6.81
H: 3.26 4.82 7.62
H: 0.86 3.01 5.36
H: 1.13 4.67 4.78
H: 1.09 3.05 2.78
H: 2.25 2.08 3.50
H: 2.59 4.84 2.44
H: 3.34 3.35 1.94
H: 4.85 1.95 3.95
H: 5.50 2.63 2.48
H: 6.16 3.01 4.03
H: 4.49 6.28 3.29
H: 6.06 5.57 3.53
H: 5.13 5.30 2.06
H: 3.33 1.54 5.47
H: 2.42 1.86 6.92
H: 4.06 2.36 6.88
H: 4.90 5.47 6.15
C: -3.32 -3.43 0.19
C: -4.77 -3.86 -0.15
C: -5.63 -2.55 -0.26
C: -5.30 -1.74 -1.56
C: -5.53 -2.67 -2.80
C: -4.73 -4.00 -2.72
N: -4.78 -4.58 -1.36
O: -4.02 -5.73 -1.30
C: -5.52 -4.97 -3.63
C: -3.27 -3.73 -3.23
C: -5.46 -4.69 1.06
H: -3.02 -2.64 -0.49
H: -2.63 -4.26 0.04
H: -3.22 -3.10 1.22
H: -6.66 -2.89 -0.34
H: -5.40 -1.99 0.65
H: -4.30 -1.31 -1.56
H: -5.96 -0.87 -1.67
H: -5.22 -2.06 -3.64
H: -6.62 -2.79 -2.83
H: -6.46 -5.25 -3.16
H: -5.66 -4.57 -4.63
H: -4.98 -5.92 -3.65
H: -2.68 -3.31 -2.42
H: -2.82 -4.70 -3.45
H: -3.29 -3.06 -4.10
H: -6.39 -5.13 0.69
H: -5.65 -4.06 1.93
H: -4.76 -5.43 1.43
H: -4.65 -6.44 -1.38
C: 0.13 3.41 -2.56
C: -0.09 4.91 -3.04
C: -1.62 5.24 -2.91
C: -2.00 5.53 -1.39
C: -1.06 6.61 -0.79
C: 0.46 6.33 -0.84
N: 0.74 5.85 -2.22
O: 2.07 5.75 -2.47
C: 1.41 7.56 -0.61
C: 0.78 5.25 0.23
C: 0.31 4.97 -4.52
H: -0.28 3.21 -1.57
H: 1.20 3.20 -2.49
H: -0.24 2.63 -3.24
H: -1.88 6.08 -3.55
H: -2.29 4.47 -3.28
H: -1.82 4.62 -0.81
H: -3.03 5.86 -1.28
H: -1.31 6.70 0.26
H: -1.31 7.61 -1.14
H: 1.49 8.14 -1.53
H: 1.07 8.22 0.19
H: 2.43 7.20 -0.50
H: 0.70 5.79 1.18
H: 0.09 4.42 0.25
H: 1.80 4.87 0.12
H: -0.55 4.75 -5.15
H: 1.05 4.19 -4.67
H: 0.62 6.00 -4.69
H: 2.25 6.55 -2.97

Properties
Electronic energy (eV): -105219.5049
HOMO energy (eV): -7.936
LUMO energy (eV): 0.4

Mulliken atomic charge list, values in e, 8 entries: -0.06, -0.66, 0.01, 0.26, 0.05, 0.56, -0.08, -0.57


(2)
Molecular formula: C62H160N8O26
Method: DFT, the ωB97M-V functional and the def2-TZVPD basis

CARTESIAN COORDINATES (ANGSTROEM)
C: -7.67 2.13 -1.64
O: -6.66 3.09 -1.77
C: -7.09 4.24 -2.45
C: -5.91 5.14 -2.58
N: -4.88 4.55 -3.44
C: -3.67 5.43 -3.52
C: -2.69 4.97 -4.56
O: -2.30 3.63 -4.23
C: -1.50 3.04 -5.28
H: -7.83 1.53 -2.55
H: -8.60 2.66 -1.33
H: -7.43 1.49 -0.82
H: -7.89 4.77 -1.87
H: -7.51 3.95 -3.40
H: -5.46 5.28 -1.61
H: -6.15 6.11 -2.96
H: -4.61 3.68 -3.10
H: -3.20 5.45 -2.51
H: -4.01 6.46 -3.71
H: -1.83 5.59 -4.58
H: -3.17 4.99 -5.53
H: -0.73 3.77 -5.57
H: -2.06 2.83 -6.15
H: -1.14 2.17 -4.85
C: 2.67 -5.50 2.28
O: 1.95 -4.44 2.86
C: 1.74 -4.70 4.26
C: 1.17 -3.45 4.85
N: 2.07 -2.33 4.81
C: 1.48 -1.10 5.35
C: 2.48 0.04 5.46
O: 2.83 0.33 4.08
C: 4.00 1.17 3.88
H: 2.18 -6.47 2.33
H: 3.66 -5.70 2.73
H: 2.82 -5.31 1.24
H: 2.74 -4.88 4.66
H: 0.98 -5.57 4.33
H: 0.98 -3.59 5.91
H: 0.24 -3.29 4.25
H: 2.30 -2.10 3.86
H: 1.25 -1.31 6.39
H: 0.63 -0.76 4.81
H: 3.37 -0.27 5.95
H: 1.95 0.86 5.92
H: 3.64 2.19 4.15
H: 4.37 1.08 2.86
H: 4.84 0.89 4.60
C: -1.36 -4.54 2.11
O: -2.35 -4.00 2.99
C: -3.56 -4.73 2.90
C: -4.68 -3.91 3.46
N: -4.63 -3.71 4.87
C: -5.91 -3.05 5.27
C: -5.91 -2.57 6.70
O: -5.13 -1.42 6.80
C: -5.42 -0.63 7.98
H: -0.42 -3.96 2.35
H: -1.55 -4.46 1.03
H: -1.27 -5.57 2.33
H: -3.38 -5.62 3.48
H: -3.80 -5.17 1.90
H: -5.60 -4.50 3.22
H: -4.71 -3.12 2.78
H: -3.85 -3.06 5.08
H: -6.68 -3.80 5.23
H: -6.09 -2.17 4.61
H: -5.59 -3.35 7.38
H: -7.00 -2.51 6.95
H: -5.29 -1.18 8.89
H: -6.37 -0.17 7.92
H: -4.68 0.18 8.03
C: -6.72 7.25 1.11
O: -6.58 5.87 1.61
C: -5.21 5.48 1.75
C: -5.11 4.11 2.40
N: -5.14 3.06 1.45
C: -4.81 1.79 2.05
C: -4.89 0.57 1.23
O: -6.24 0.10 0.99
C: -6.39 -0.95 0.08
H: -7.77 7.37 0.73
H: -6.00 7.32 0.23
H: -6.36 7.96 1.87
H: -4.72 6.15 2.38
H: -4.75 5.43 0.74
H: -5.95 4.15 3.14
H: -4.22 4.00 3.04
H: -6.00 3.02 0.93
H: -5.45 1.65 2.89
H: -3.75 1.91 2.34
H: -4.32 -0.25 1.80
H: -4.33 0.78 0.27
H: -5.86 -0.75 -0.89
H: -7.43 -1.10 -0.20
H: -5.96 -1.86 0.56
C: 5.09 -3.69 -3.94
O: 4.00 -4.39 -3.31
C: 2.98 -3.51 -2.99
C: 1.90 -4.09 -2.22
N: 1.49 -5.39 -2.66
C: 0.95 -5.38 -4.02
C: 0.41 -6.82 -4.28
O: 1.42 -7.76 -4.39
C: 2.06 -7.89 -5.62
H: 4.81 -3.34 -4.95
H: 5.96 -4.35 -4.05
H: 5.34 -2.90 -3.19
H: 2.53 -3.10 -3.91
H: 3.34 -2.64 -2.47
H: 0.99 -3.43 -2.19
H: 2.21 -4.22 -1.17
H: 2.29 -5.97 -2.63
H: 1.68 -5.09 -4.81
H: 0.15 -4.64 -3.87
H: -0.19 -6.83 -5.15
H: -0.14 -7.21 -3.47
H: 2.84 -8.63 -5.45
H: 2.45 -6.97 -5.92
H: 1.38 -8.23 -6.43
C: -4.93 -2.68 -5.97
O: -3.55 -2.46 -6.06
C: -2.80 -3.69 -5.92
C: -1.34 -3.24 -6.01
N: -0.97 -2.45 -4.88
C: -0.03 -1.31 -5.20
C: 0.40 -0.65 -3.87
O: 1.16 0.55 -4.08
C: 1.84 0.82 -2.82
H: -5.35 -1.69 -6.38
H: -5.26 -2.78 -4.96
H: -5.31 -3.46 -6.64
H: -3.04 -4.39 -6.75
H: -3.02 -4.07 -4.86
H: -1.28 -2.72 -6.99
H: -0.70 -4.12 -6.15
H: -1.76 -2.05 -4.41
H: -0.51 -0.66 -5.92
H: 0.93 -1.79 -5.54
H: 1.06 -1.34 -3.25
H: -0.49 -0.43 -3.17
H: 1.17 1.10 -2.05
H: 2.56 1.62 -3.01
H: 2.34 -0.08 -2.43
C: -0.40 3.79 -0.36
O: -0.21 2.46 -0.01
C: -1.47 1.85 0.48
C: -1.19 0.38 0.88
N: -0.73 -0.44 -0.23
C: -0.29 -1.81 0.15
C: 1.14 -1.88 0.70
O: 1.97 -1.58 -0.46
C: 3.25 -1.22 -0.12
H: -1.15 3.85 -1.14
H: 0.60 4.19 -0.52
H: -0.79 4.29 0.57
H: -2.20 1.86 -0.33
H: -1.91 2.39 1.32
H: -2.09 -0.11 1.23
H: -0.53 0.27 1.75
H: 0.10 0.00 -0.69
H: -0.34 -2.57 -0.73
H: -0.96 -2.14 0.96
H: 1.35 -2.87 1.22
H: 1.40 -1.07 1.37
H: 3.28 -0.15 0.03
H: 3.96 -1.47 -0.93
H: 3.64 -1.67 0.76
C: 13.41 1.72 4.11
O: 12.31 2.30 3.46
C: 12.49 2.41 2.09
C: 11.29 3.12 1.45
N: 10.16 2.24 1.41
C: 9.03 2.75 0.62
C: 7.83 1.76 0.62
O: 6.78 2.24 -0.23
C: 5.54 1.70 0.07
H: 14.31 2.25 3.87
H: 13.51 0.70 3.74
H: 13.28 1.77 5.18
H: 12.57 1.44 1.53
H: 13.39 3.04 1.86
H: 11.61 3.23 0.40
H: 11.10 4.11 1.89
H: 9.91 2.04 2.37
H: 9.27 2.95 -0.43
H: 8.69 3.75 1.08
H: 7.49 1.73 1.72
H: 8.28 0.81 0.43
H: 4.76 2.10 -0.61
H: 5.19 1.80 1.07
H: 5.42 0.61 -0.12
C: -2.23 -0.47 5.98
C: -2.86 -0.55 4.60
O: -1.81 -0.98 3.75
O: -1.70 -1.72 6.27
H: -2.97 -0.38 6.80
H: -1.48 0.33 6.00
H: -3.27 0.41 4.26
H: -3.71 -1.31 4.54
H: -1.87 -1.94 3.59
H: -1.06 -1.93 5.55
C: 3.89 0.11 -6.55
C: 3.55 1.57 -6.41
O: 4.75 2.32 -6.17
O: 4.77 -0.12 -7.64
H: 3.01 -0.44 -6.82
H: 4.35 -0.29 -5.70
H: 2.93 1.67 -5.57
H: 3.09 1.88 -7.38
H: 4.58 3.20 -5.91
H: 5.64 0.24 -7.42
C: -3.24 0.72 -2.85
C: -3.84 0.64 -4.28
O: -2.91 0.22 -5.26
O: -3.02 -0.53 -2.23
H: -3.97 1.34 -2.33
H: -2.38 1.37 -2.95
H: -4.11 1.75 -4.51
H: -4.81 0.08 -4.19
H: -3.20 -0.68 -5.60
H: -2.24 -0.52 -1.61
C: -1.90 -4.59 -2.38
C: -3.06 -3.92 -1.67
O: -3.83 -3.18 -2.57
O: -1.12 -5.19 -1.34
H: -1.32 -3.87 -2.92
H: -2.36 -5.40 -3.18
H: -2.71 -3.19 -0.94
H: -3.67 -4.69 -1.24
H: -3.56 -2.24 -2.51
H: -0.29 -5.48 -1.73
C: 6.33 6.49 0.99
C: 5.43 5.26 1.17
C: 5.46 4.85 2.65
O: 4.07 5.62 0.73
H: 7.36 6.15 1.23
H: 5.93 7.24 1.68
H: 6.25 6.80 -0.04
H: 5.78 4.43 0.54
H: 4.65 4.13 2.88
H: 5.47 5.72 3.29
H: 6.45 4.42 2.81
H: 3.57 6.14 1.42
C: 0.96 3.15 3.36
C: -0.47 3.20 3.93
C: -0.56 3.12 5.41
O: -1.14 4.39 3.55
H: 1.47 2.23 3.73
H: 1.58 4.02 3.77
H: 0.96 3.05 2.29
H: -1.02 2.40 3.50
H: -0.05 3.97 5.92
H: -0.01 2.21 5.72
H: -1.55 3.08 5.79
H: -1.27 4.46 2.58

Properties
Electronic energy (eV): -132029.5052
HOMO energy (eV): -8.589
LUMO energy (eV): 0.5

Mulliken atomic charge list, values in e, 8 entries: -0.68, 0.08, -0.91, -0.35, -0.40, -0.58, -0.83, 0.15